The following is a DFT calculation (ωB97M-V with the def2-TZVPD basis set) of a cluster of 3 separate species, C23H50N2O9 in total.

```
84
Properties=species:S:1:pos:R:3:forces:R:3
C -2.154096 -1.861684 1.650805 -0.05 0.34 -0.04
C -2.790860 -1.827846 0.267870 0.09 -0.44 0.13
O -4.092022 -1.253087 0.319083 0.23 0.32 0.02
C -4.381470 -0.237331 -0.616444 -0.11 0.08 -0.10
C -4.579104 1.164950 0.020399 -0.43 -0.05 0.05
C -4.028265 1.314508 1.428399 0.52 0.03 -0.19
C -4.977379 0.950144 2.545936 0.22 0.19 -0.05
O -6.009159 0.364799 2.491166 -0.19 -0.33 0.03
O -4.435549 1.423387 3.704055 -0.25 0.38 -0.06
C -3.799527 2.683418 3.384538 0.05 -0.57 -0.06
C -3.433907 2.655626 1.877711 -0.41 -0.04 0.77
O -2.030714 2.752312 1.784539 -0.01 0.11 -0.17
C -1.500051 2.914123 0.480530 0.26 0.09 0.03
C -1.067615 1.611590 -0.181619 -0.18 0.06 -0.11
C -0.678618 1.831558 -1.638533 -0.07 -0.12 0.10
O -0.029316 0.979193 0.542303 -0.03 0.10 0.09
H -2.924098 -2.032379 2.403895 0.04 -0.18 0.00
H -1.398655 -2.645551 1.703823 -0.04 -0.06 0.04
H -1.654078 -0.919647 1.888780 -0.02 0.01 -0.02
H -2.137928 -1.303613 -0.434645 -0.09 0.08 -0.08
H -2.893848 -2.854213 -0.102650 -0.03 0.03 -0.05
H -3.607458 -0.191358 -1.389558 0.08 -0.04 0.08
H -5.309046 -0.513830 -1.122434 0.01 -0.01 -0.02
H -4.159899 1.926408 -0.641405 0.11 -0.04 0.01
H -5.652840 1.364250 0.059873 0.02 0.03 0.04
H -3.206657 0.614486 1.601631 -0.01 -0.13 -0.12
H -4.537750 3.455301 3.598160 0.19 0.18 0.09
H -2.913837 2.773611 4.005918 0.00 0.14 -0.01
H -3.926536 3.523019 1.422648 0.19 -0.09 -0.42
H -0.606123 3.540570 0.592939 -0.04 0.01 0.00
H -2.191039 3.462033 -0.169949 -0.13 -0.05 0.05
H -1.907621 0.921444 -0.149520 -0.05 -0.13 0.01
H 0.230912 2.433216 -1.696283 -0.01 0.03 -0.08
H -1.478874 2.322412 -2.197003 0.03 0.07 0.02
H -0.495796 0.863531 -2.106716 0.13 0.05 0.01
H 0.659240 1.638252 0.712691 0.17 -0.10 -0.03
C 4.739216 5.659681 4.485983 0.01 0.06 -0.02
O 5.180237 5.816570 3.152204 -0.06 -0.10 0.04
C 6.379427 5.114397 2.846774 0.08 0.08 -0.05
C 6.118867 4.050295 1.804012 -0.12 -0.04 0.04
N 5.285363 2.987345 2.346888 -0.03 0.09 -0.09
C 4.840331 2.002245 1.369238 0.00 -0.02 0.13
C 3.910986 2.476128 0.258382 0.04 -0.17 -0.13
O 2.633345 2.886554 0.718597 -0.17 0.06 0.03
C 2.527657 4.245839 1.106519 -0.10 -0.04 0.02
H 3.863861 6.294083 4.613277 0.00 0.00 -0.02
H 4.461235 4.623552 4.708065 0.04 -0.01 0.02
H 5.507671 5.975827 5.198262 0.00 -0.01 0.02
H 6.803019 4.667498 3.750803 -0.02 -0.05 -0.01
H 7.101144 5.834877 2.451670 0.00 0.01 0.02
H 7.074073 3.623109 1.484573 0.00 -0.01 -0.01
H 5.666614 4.544811 0.932375 0.07 0.03 -0.03
H 4.475655 3.402091 2.791003 0.01 -0.02 0.03
H 4.329153 1.204105 1.912855 0.00 -0.01 -0.02
H 5.724179 1.553023 0.904948 0.01 0.01 -0.01
H 3.732902 1.628198 -0.407874 -0.03 0.01 0.00
H 4.358780 3.270786 -0.349403 0.01 0.04 0.07
H 3.203415 4.880907 0.528528 0.02 0.00 0.01
H 2.731252 4.386389 2.171083 0.07 0.04 -0.02
H 1.502075 4.565673 0.918240 0.01 0.00 -0.02
C -1.424873 -7.658015 -1.517854 0.06 -0.02 0.02
O -0.210985 -7.327270 -2.161827 -0.10 0.07 0.00
C -0.220893 -7.530600 -3.569556 0.09 -0.07 -0.03
C -0.057939 -6.214457 -4.297135 -0.07 0.08 0.08
N -1.233122 -5.374760 -4.116370 0.10 0.00 0.05
C -1.101756 -4.021035 -4.640270 -0.10 -0.04 0.01
C -0.070678 -3.106860 -3.988021 0.02 0.08 -0.10
O -0.372886 -2.775379 -2.645937 0.03 -0.04 0.04
C 0.142859 -3.658205 -1.665553 -0.12 0.15 0.08
H -1.268864 -7.527700 -0.448489 0.01 0.01 0.00
H -2.249239 -7.010786 -1.836713 -0.02 -0.03 -0.03
H -1.704263 -8.699248 -1.707246 -0.02 0.00 0.00
H -1.145975 -8.025557 -3.879288 -0.02 0.04 -0.01
H 0.617757 -8.186076 -3.821308 -0.01 -0.01 0.02
H 0.074276 -6.412623 -5.365103 0.00 0.02 -0.01
H 0.864406 -5.743559 -3.928218 0.05 -0.04 -0.04
H -1.449998 -5.325717 -3.128527 -0.03 0.00 -0.01
H -2.077644 -3.537367 -4.550761 0.01 0.02 -0.01
H -0.876684 -4.084876 -5.710119 0.02 -0.01 0.00
H -0.068460 -2.163937 -4.541903 0.00 0.01 0.02
H 0.944325 -3.517310 -4.053239 -0.02 -0.05 0.02
H 1.095710 -4.095500 -1.975892 0.00 -0.02 -0.02
H -0.558750 -4.464251 -1.431585 0.07 -0.07 -0.03
H 0.302806 -3.076495 -0.757020 0.01 0.01 -0.02
```
Positions in Å, forces in eV/Å.

Values from the calculation:
Orbital gap, eV: 9.3689
LUMO, eV: 0.657
SMILES: CCOCC[C@@H]1C(=O)OC[C@H]1OC[C@@H](C)O.COCCNCCOC.COCCNCCOC

The following is a DFT calculation (ωB97M-V with the def2-TZVPD basis set) of a structure of composition C12H16N3O4PPr in a non-equilibrium geometry.

```
37
Properties=species:S:1:pos:R:3:forces:R:3
Pr 0.944427 -1.891260 -0.404963 0.09 -1.04 0.68
O -1.393149 -2.589868 2.593623 2.80 0.94 -3.57
C -0.696460 -2.360507 1.708754 -3.19 -1.03 4.10
C 1.976261 -0.517538 -2.070012 3.26 2.85 -4.73
O 2.562831 -0.006837 -2.920006 -2.31 -1.70 3.23
C -1.198699 -2.198471 -1.780019 -5.50 -0.56 -3.83
O -2.140847 -2.292592 -2.445059 4.40 0.45 3.14
C 2.613223 -1.084346 1.459228 3.52 2.21 3.94
O 3.323704 -0.631274 2.242298 -2.92 -1.90 -3.23
C 2.507935 -6.416284 -0.452161 -0.21 0.44 0.09
H 2.887255 -6.410711 0.579076 -0.10 -0.13 -0.51
H 1.507220 -6.841747 -0.609724 0.53 0.06 0.03
C 3.239920 -5.941651 -1.473115 -0.18 0.47 0.05
H 2.867346 -5.959634 -2.506564 0.22 -0.14 0.46
H 4.246248 -5.529304 -1.316626 -0.41 -0.33 -0.08
C -2.330592 3.101093 -0.429668 0.15 0.15 0.18
N -2.510434 1.868692 0.388121 1.21 0.11 0.15
C -1.971650 2.111245 1.758096 -0.06 0.51 -0.14
N -0.552945 2.572443 1.743967 -0.47 -0.52 -1.05
C -0.441162 3.780163 0.878786 -0.26 -0.01 -0.09
N -0.911933 3.529970 -0.504688 -0.10 -1.15 0.67
C -0.070803 2.590238 -1.236424 0.14 0.89 -0.72
P -0.034139 0.909633 -0.432928 -0.19 -0.36 0.70
C -1.888120 0.710542 -0.241720 -0.76 -0.06 -0.05
C 0.350905 1.515204 1.307478 0.27 0.26 0.65
H -2.886849 3.927087 0.065986 0.19 -0.64 -0.51
H -2.695759 2.915186 -1.446975 -0.11 0.15 0.29
H -2.051953 1.189060 2.355435 -0.05 0.38 -0.14
H -2.576327 2.922730 2.212481 0.32 -0.62 -0.16
H 0.607244 4.099600 0.838988 -0.29 0.09 0.18
H -1.101188 4.568900 1.302794 0.69 -0.45 -0.18
H -0.478545 2.440743 -2.255257 0.42 0.29 0.37
H 0.973850 2.957807 -1.249794 -0.54 -0.08 -0.29
H -2.101292 -0.207098 0.330066 -0.20 0.30 -0.09
H -2.270466 0.598257 -1.266171 -0.14 -0.05 0.26
H 1.378580 1.904367 1.267832 -0.19 -0.08 0.17
H 0.316362 0.666161 2.008864 -0.03 0.32 0.02
```
Positions in Å, forces in eV/Å.

Values from the calculation:
Charge: +3
Orbital gap (alpha / beta), eV: 4.1641 / 4.3733
Expectation value of S²: 2.02
LUMO (alpha / beta), eV: -13.706 / -13.538
Multiplicity: 3

The following is a DFT calculation (ωB97M-V with the def2-TZVPD basis set) of a structure of composition C25H61N4O11Sr in a non-equilibrium geometry.

```
102
Properties=species:S:1:pos:R:3:forces:R:3
Sr -0.506070 3.173257 -1.211401 -10.75 12.93 -9.00
O -1.802219 0.572515 0.744507 4.59 11.60 -14.53
C -1.287679 1.432340 -0.106403 -2.61 0.63 0.47
O -2.030026 2.104271 -0.833470 -6.99 -5.55 1.28
O -0.057910 1.698462 0.007854 -2.31 -5.79 3.21
H -0.977079 0.585283 1.234996 2.28 -0.18 2.93
C -1.926609 -7.927891 2.312273 -0.72 0.76 -1.96
O -2.089919 -6.830630 1.360204 2.97 0.58 1.81
C -3.384305 -6.406583 1.132519 -1.17 -1.71 0.18
C -3.448336 -5.251351 0.173543 1.60 0.48 0.43
N -3.067527 -4.022692 0.870045 0.58 0.57 0.82
C -2.829104 -2.795154 0.107691 -1.30 -0.51 0.59
C -2.055237 -1.763191 0.954119 -2.71 -4.93 -0.67
O -0.726303 -2.167523 1.019354 2.36 -0.67 1.95
C 0.181378 -1.111217 1.365802 0.44 -2.82 -0.28
H -2.287015 -8.810108 1.783215 0.08 -0.43 0.08
H -2.562063 -7.830326 3.192488 0.35 0.38 0.26
H -0.853735 -8.021574 2.480391 -0.29 0.10 0.32
H -3.912408 -6.177649 2.058158 -0.14 0.06 0.25
H -3.714499 -7.362295 0.725479 -1.90 0.34 -0.58
H -4.428937 -5.119233 -0.283687 0.16 -0.23 -0.15
H -2.626630 -5.498003 -0.498819 -0.40 -0.03 -1.10
H -2.188563 -4.135683 1.354556 0.08 -0.80 0.30
H -3.840401 -2.408042 -0.016860 0.01 0.48 -0.73
H -2.359587 -2.945542 -0.864433 -0.33 -0.70 -0.34
H -2.473131 -1.585919 1.945088 1.55 -4.08 -1.54
H -2.174410 -0.735976 0.609536 -0.98 -4.35 -1.22
H 1.191803 -1.407196 1.083781 -0.03 -0.07 -0.69
H 0.247040 -1.030168 2.450800 0.20 -0.56 -2.04
H -0.158193 -0.240073 0.805543 2.77 -1.90 1.09
C 5.280106 1.895391 -1.453954 2.45 1.98 1.99
O 3.887721 2.074591 -1.290999 -1.57 0.60 1.56
C 3.431210 2.176218 0.070625 2.19 1.15 0.38
C 1.932676 2.438015 0.243426 3.95 2.81 -4.89
N 1.282332 3.035071 -0.946036 16.65 -0.21 1.84
C 1.849074 4.369548 -1.305024 1.48 0.82 0.79
C 1.321282 4.930842 -2.598015 0.62 -0.17 0.49
O -0.056397 5.035952 -2.407980 -0.89 2.17 -0.93
C -0.665286 5.512344 -3.566371 -0.63 -0.35 -2.64
H 5.801244 2.852730 -1.450461 -0.26 0.64 0.13
H 5.650826 1.515468 -2.405968 -0.33 -0.37 0.54
H 5.732569 1.423977 -0.581522 -0.17 -0.74 -0.14
H 4.041129 2.959792 0.520185 -0.12 0.50 0.20
H 3.759754 1.315372 0.652959 -0.31 -0.57 -0.10
H 1.690478 3.148717 1.033577 0.52 0.23 -0.26
H 1.529569 1.492410 0.605996 0.44 -0.66 -10.11
H 1.487490 2.477870 -1.763065 0.81 -0.88 -0.33
H 2.938526 4.339977 -1.322818 0.04 -0.24 -0.29
H 1.653691 5.102905 -0.522649 -0.46 -0.15 0.39
H 1.589375 4.233240 -3.391471 -0.25 0.00 -0.54
H 1.668607 5.932186 -2.852517 0.70 -0.14 0.18
H -0.445139 6.519937 -3.919040 0.35 0.33 0.81
H -1.745727 5.391309 -3.644572 -0.04 -0.05 0.96
H -0.296097 4.876795 -4.371279 0.01 -0.07 -0.43
C -0.926803 -1.006673 -0.994536 0.91 0.42 -2.96
O 0.356487 -1.349180 -1.497409 -0.12 -1.12 0.53
C 1.131321 -0.403709 -2.163914 -0.38 0.10 -0.26
C 2.564479 -0.961860 -2.226938 0.65 0.29 -1.47
N 3.399835 -0.577472 -3.399072 -0.88 1.41 -0.95
C 3.741788 0.902909 -3.461077 0.29 -2.56 0.12
C 4.727882 1.161727 -4.576659 -0.23 0.18 -1.01
O 5.268027 2.519741 -4.661385 -1.37 0.39 0.33
C 4.251189 3.580767 -4.719858 0.17 -1.23 0.13
H -0.799473 -0.197358 -0.275578 0.41 -2.29 -3.06
H -1.404058 -1.852908 -0.500385 2.00 1.12 -2.68
H -1.648265 -0.714989 -1.757760 0.05 0.48 -0.78
H 1.070010 0.553059 -1.645303 0.35 0.24 0.38
H 0.628877 -0.215212 -3.112647 0.55 -0.04 -0.80
H 2.451553 -2.037494 -2.362421 -0.01 -0.02 0.61
H 3.142282 -0.689403 -1.343758 -0.40 -0.29 0.66
H 4.285707 -1.060403 -3.353159 -0.04 -0.33 0.14
H 4.231858 1.066678 -2.501328 -1.85 -0.51 -2.51
H 2.814196 1.448247 -3.635126 -0.07 0.17 0.27
H 4.295256 0.814528 -5.514944 -0.45 0.64 -0.43
H 5.558163 0.456296 -4.543415 0.56 0.41 0.64
H 3.653429 3.644767 -3.810646 0.11 -0.36 0.44
H 3.533255 3.400288 -5.519925 0.12 -0.10 -0.32
H 4.656456 4.586408 -4.831816 0.73 -0.44 -0.27
C -4.938052 -1.647057 5.786406 1.14 -1.12 -1.26
O -4.449395 -0.961231 4.654504 0.22 1.79 -0.56
C -4.265596 -1.637611 3.419643 -0.20 -0.34 -0.16
C -3.795805 -0.672388 2.307797 -2.49 1.47 1.53
N -2.422122 -0.270550 2.338856 -3.28 -0.06 11.78
C -2.043164 0.383271 3.551871 0.21 0.88 0.00
C -0.509240 0.396364 3.486782 -1.50 1.59 3.26
O -0.100601 1.063059 2.334346 0.05 1.30 1.18
C 1.253962 1.451966 2.344061 -0.24 -1.63 3.54
H -4.894007 -0.985289 6.651406 -0.35 -0.03 -0.25
H -4.215510 -2.454512 5.904863 -0.12 -0.44 0.77
H -5.898351 -2.113670 5.566858 -0.35 0.26 0.36
H -5.226531 -2.044609 3.104923 -0.14 -0.23 -0.13
H -3.560445 -2.465757 3.490533 0.14 -0.24 0.29
H -4.466047 0.173149 2.462519 -0.14 0.62 -0.04
H -4.072095 -1.034452 1.317512 -0.06 -0.17 0.29
H -2.183808 0.356169 1.583522 -6.12 -1.29 8.73
H -2.447412 0.016324 4.495290 0.36 -0.71 -0.19
H -2.548555 1.346390 3.480487 0.67 1.27 0.65
H -0.119115 -0.621393 3.494865 -0.59 0.70 1.48
H -0.102136 0.959903 4.326304 0.06 -0.09 0.33
H 1.536558 1.637817 1.307862 -0.66 -0.15 10.51
H 1.908391 0.681447 2.751626 -0.13 -0.37 0.31
H 1.404286 2.341140 2.956327 -0.14 0.19 0.14
```
Positions in Å, forces in eV/Å.

Values from the calculation:
Charge: +1
Orbital gap, eV: 5.5165
LUMO, eV: -3.145

The following is a DFT calculation (ωB97M-V with the def2-TZVPD basis set) of a structure of composition C32H29BCo2O8S in a non-equilibrium geometry.

```
73
Properties=species:S:1:pos:R:3:forces:R:3
C -5.253286 0.086933 2.476062 -0.33 -0.43 0.09
C -3.863713 0.295016 1.997398 2.22 0.83 -0.65
C -3.121492 1.455854 2.077690 -0.39 -0.84 -0.07
C -1.755859 1.313289 1.713383 0.30 -0.80 0.04
C -1.322372 0.035674 1.366638 -4.26 2.28 -0.57
B -1.121574 -0.081787 -1.305030 -0.69 0.94 0.95
C -1.209218 -1.648056 -1.355135 0.34 0.12 -0.29
C -1.238093 -2.682176 -0.423392 -0.04 -0.91 0.07
C -1.275273 -4.032388 -0.815604 0.01 0.31 0.29
C -1.232893 -4.359005 -2.162520 0.40 0.13 -0.48
C -1.140078 -3.320084 -3.108672 -0.12 -0.66 -0.02
C -1.160080 -1.993930 -2.705355 -0.44 -0.64 -0.13
O -2.252754 0.675776 -1.581337 0.99 -0.09 -0.71
C -1.836257 2.021487 -1.943922 -0.11 -0.16 -0.23
C -2.111927 2.239927 -3.429892 0.15 -0.20 -0.29
C -2.761512 2.967192 -1.199586 0.18 0.67 0.76
C -0.266599 2.046390 -1.605423 -0.07 -0.49 -0.38
C 0.672308 2.209303 -2.808506 -0.19 0.10 -0.30
C 0.097500 3.034833 -0.532908 0.02 0.41 0.12
O 0.021900 0.682223 -1.137257 -0.81 0.21 -0.69
S -2.807833 -0.931739 1.296673 -0.56 0.17 1.20
H -5.244412 0.055817 3.583909 -0.10 -0.12 -0.55
H -5.906470 0.914115 2.173159 0.13 -0.21 0.00
H -5.664906 -0.858727 2.090927 0.01 0.35 0.23
H -3.518485 2.389259 2.456045 -0.04 0.00 -0.03
H -1.104008 2.164243 1.799679 0.17 -0.18 0.34
H -1.218657 -2.529576 0.655798 0.02 0.09 -0.45
H -1.307168 -4.824203 -0.047164 -0.01 0.52 -0.48
H -1.199132 -5.415324 -2.472939 -0.11 0.66 0.09
H -1.041526 -3.555316 -4.168545 -0.12 0.00 0.25
H -1.177807 -1.201925 -3.449978 0.16 -0.15 -0.06
H -1.797473 3.245938 -3.748825 -0.01 -0.32 0.14
H -1.570423 1.496298 -4.027847 -0.28 0.21 -0.02
H -3.186542 2.156963 -3.632845 0.25 -0.11 0.10
H -2.594940 4.019616 -1.485023 -0.03 -0.38 -0.01
H -3.807010 2.715378 -1.407075 0.25 -0.06 -0.19
H -2.654574 2.905704 -0.113087 0.11 -0.05 -0.18
H 0.606163 3.216427 -3.253015 -0.01 -0.37 0.13
H 1.715668 2.038087 -2.501139 -0.39 0.10 0.09
H 0.436371 1.457280 -3.574459 0.15 0.29 0.14
H -0.178441 4.060148 -0.844519 0.08 -0.46 0.16
H -0.424655 2.774263 0.389752 0.37 0.38 -0.37
H 1.179533 3.008366 -0.370189 -0.21 0.03 0.11
O 5.771595 -4.820017 1.142278 -1.44 1.23 0.16
C 4.891585 -4.076361 1.089374 1.76 -1.57 -0.98
Co 3.619700 -2.853193 0.987741 -0.23 -1.12 1.08
C 3.080724 -3.435976 2.576361 -0.82 0.03 2.05
O 2.797589 -3.762442 3.646772 0.47 0.36 -1.92
C 4.339058 -1.318930 1.428926 1.55 2.55 1.75
O 4.867750 -0.399222 1.883591 -0.78 -1.34 -0.93
C 1.623450 -2.482920 0.710280 -2.85 -2.33 0.96
C 1.018098 -1.269682 0.546218 -0.14 0.10 1.50
C 0.006442 -0.488434 1.447301 4.11 -2.03 2.37
C 0.967382 0.598121 2.093626 -0.15 -0.36 0.15
C 0.666766 1.053330 3.383750 -0.04 0.43 0.01
C 1.313823 2.166753 3.934127 -0.21 -0.63 -0.42
C 2.349416 2.791839 3.229060 -0.15 0.00 -0.10
C 2.747201 2.261909 2.005167 -0.19 -0.22 0.29
C 2.066958 1.149409 1.465232 0.68 1.03 -0.69
Co 2.375715 -1.584312 -0.609933 0.77 1.97 -2.89
C 3.830595 -2.780163 -0.923497 0.82 -1.45 -1.50
O 4.468579 -3.236930 -1.807394 -0.82 0.82 1.43
C 3.420410 -0.274276 -1.134089 2.61 2.57 -2.02
O 4.228563 0.401315 -1.632076 -2.09 -1.52 1.51
C 1.902999 -1.725965 -2.287201 -0.32 -1.37 -3.16
O 1.724823 -1.835472 -3.427462 0.30 0.60 2.66
H 1.043361 -3.434822 0.729601 0.52 0.65 0.43
H -0.131805 -1.238884 2.296410 0.36 0.69 -0.77
H -0.164335 0.576913 3.902083 0.15 0.20 0.07
H 0.964511 2.544122 4.888513 0.19 0.00 -0.01
H 2.812861 3.699906 3.623906 -0.07 -0.38 -0.09
H 3.581769 2.724560 1.460143 -0.43 -0.34 0.19
H 2.412418 0.802260 0.485264 -0.59 0.24 0.73
```
Positions in Å, forces in eV/Å.

Values from the calculation:
Orbital gap, eV: 6.9586
LUMO, eV: -0.650